{"formula": "C21H36P2STi", "method": "wB97M-V/def2-TZVPD", "multiplicity": 3, "e_lumo_ha": [0.0090, -0.0027], "homo_energy_ev": [-6.389, -7.120], "de_lowest_kj_mol": 0.0, "orbital_gap_ev": [6.635, 7.046], "species": ["P", "P", "C", "C", "H", "H", "H", "H", "C", "H", "H", "H", "C", "H", "H", "H", "C", "H", "H", "H", "C", "H", "H", "H", "Ti", "C", "C", "C", "C", "C", "C", "C", "C", "C", "H", "H", "H", "H", "H", "H", "H", "H", "H", "H", "H", "H", "H", "H", "H", "S", "C", "C", "C", "C", "C", "C", "H", "H", "H", "H", "H"], "positions_angstrom": [[-0.2595, 2.7121, 1.0943], [1.6471, 1.1507, -1.2214], [1.6048, 2.8004, 1.0852], [2.1324, 2.8248, -0.3707], [1.9006, 1.8812, 1.6138], [1.9566, 3.6667, 1.6670], [1.7355, 3.5966, -1.0677], [3.2369, 2.9142, -0.3365], [3.5535, 0.7043, -1.0662], [3.8699, -0.1587, -1.6637], [4.0078, 0.6196, -0.0722], [4.0674, 1.5692, -1.5198], [2.0473, 1.4277, -2.9905], [3.0880, 1.7044, -3.2042], [1.4020, 2.1967, -3.4053], [1.8805, 0.4628, -3.4753], [-0.6937, 2.1739, 2.7460], [-1.7674, 2.0402, 2.8562], [-0.3470, 2.9125, 3.4795], [-0.2042, 1.2119, 2.9087], [-0.5875, 4.5147, 0.8113], [-1.1100, 4.7048, -0.1371], [0.3890, 5.0374, 0.8576], [-1.2064, 4.8586, 1.6419], [-0.7778, 1.6317, -0.8265], [2.4924, -3.0371, -0.8092], [3.3857, -2.6817, 0.1206], [3.1293, -1.9019, 1.4068], [2.2071, -2.4763, 2.5286], [0.8026, -1.8278, 2.5754], [-0.1220, -2.2588, 1.6997], [0.2125, -1.7262, 0.2831], [0.9375, -2.6792, -0.6892], [-2.6739, 2.3793, -0.3116], [2.7475, -3.3449, -1.8549], [4.4498, -2.8081, -0.0911], [2.7556, -0.9099, 1.1407], [4.1432, -1.6808, 1.7692], [1.9805, -3.5365, 2.3566], [2.8207, -2.4536, 3.4433], [0.7045, -1.1356, 3.4194], [-1.1943, -2.4769, 1.8809], [0.8661, -0.8616, 0.4585], [-0.6825, -1.3388, -0.2362], [0.3695, -3.6185, -0.6027], [0.6801, -2.2935, -1.7135], [-3.0154, 2.3827, -1.3576], [-2.6644, 3.3771, 0.1363], [-3.3208, 1.6828, 0.2265], [-2.0831, -0.0366, -2.0586], [-3.4712, -1.0268, -1.4939], [-4.6321, -1.1311, -2.3104], [-5.5302, -2.1817, -2.0952], [-5.3531, -3.0379, -1.0159], [-4.2817, -2.8427, -0.1410], [-3.3653, -1.8135, -0.3290], [-4.7881, -0.4505, -3.1415], [-6.3242, -2.3608, -2.8109], [-6.0123, -3.8890, -0.8906], [-4.1484, -3.5245, 0.6845], [-2.5875, -1.6376, 0.4186]], "forces_ev_per_angstrom": [[1.8, 1.4, 0.4], [4.5, 1.6, 0.2], [-0.5, 0.1, 0.2], [-0.2, -0.5, -0.3], [0.4, 0.2, -0.3], [0.0, -0.3, -0.1], [0.0, 0.0, 0.9], [-0.7, 0.1, -0.2], [0.3, -0.5, 0.2], [-0.4, -0.1, 0.2], [-0.6, -0.2, 0.1], [-0.4, -0.4, 0.2], [-0.4, 0.3, -0.6], [-0.4, 0.0, 0.3], [-0.2, -0.1, -0.4], [-0.2, 0.2, -0.2], [0.0, 0.6, 0.7], [-0.1, 0.0, -0.1], [-0.1, -0.3, 0.1], [0.0, 0.1, 0.0], [0.3, 0.0, 0.7], [0.3, -0.1, 0.4], [-0.7, -0.1, -0.1], [-0.1, 0.3, -0.2], [-2.3, -2.8, -2.6], [-1.8, 1.7, 0.5], [-0.1, 0.0, -0.6], [0.6, 0.0, -0.3], [0.6, 0.5, -1.7], [1.0, -0.9, 2.1], [-1.2, 1.7, -0.8], [2.1, -1.4, -0.2], [0.0, -0.8, -1.9], [-0.1, 0.6, 0.4], [0.0, -0.2, 1.3], [-0.2, -0.2, -0.1], [-0.1, -0.1, -0.1], [-0.3, -0.2, 0.4], [0.4, 0.3, -0.1], [-0.9, 0.4, 0.1], [-0.9, -1.2, 0.7], [0.5, 1.1, 0.3], [-0.5, -0.1, -0.3], [0.3, -0.4, 0.5], [0.3, 0.0, -0.3], [0.2, -0.4, 0.6], [-0.2, 0.4, 0.3], [-0.7, -0.1, -0.1], [0.0, 0.1, 0.0], [0.0, -0.6, -0.2], [-0.2, 0.5, -0.1], [0.7, -0.6, 0.5], [0.4, 0.4, 0.1], [0.4, -0.2, -0.1], [-0.3, 0.2, -0.1], [-0.4, 0.0, -0.5], [0.3, -0.1, 0.0], [-0.1, 0.2, 0.2], [0.0, 0.1, 0.1], [0.0, 0.0, 0.2], [-0.1, -0.1, -0.5]]}

{"formula": "C6H24BINO4PS3", "method": "wB97M-V/def2-TZVPD", "multiplicity": 1, "e_lumo_ha": 0.0107, "homo_energy_ev": -7.463, "orbital_gap_ev": 7.755, "species": ["N", "B", "O", "P", "I", "H", "H", "H", "H", "H", "H", "C", "S", "O", "C", "H", "H", "H", "H", "H", "H", "C", "S", "O", "C", "H", "H", "H", "H", "H", "H", "C", "S", "O", "C", "H", "H", "H", "H", "H", "H"], "positions_angstrom": [[-4.0666, -0.2406, 2.5364], [-3.1224, -1.1344, 1.8130], [-3.0098, -2.4864, 2.2233], [-1.9883, -0.5116, 0.3358], [-0.4009, 0.3817, -1.4343], [-4.9329, -0.1588, 2.0243], [-3.6062, 0.6585, 2.5695], [-2.0760, -2.6571, 2.1992], [-1.3320, -1.7808, 0.2708], [-1.5223, 0.5343, 1.1975], [-3.1102, -0.2549, -0.4998], [-0.3616, -3.1846, -5.1388], [-0.3162, -3.9765, -3.5215], [-0.7153, -2.9435, -2.5256], [1.4783, -4.1162, -3.4382], [-1.4001, -2.9614, -5.3742], [0.2136, -2.2588, -5.1127], [0.0433, -3.8654, -5.8880], [1.9288, -3.1275, -3.5284], [1.8278, -4.7690, -4.2383], [1.7369, -4.5499, -2.4746], [4.7171, 2.8100, -2.8960], [3.2495, 1.8382, -2.5056], [2.4666, 1.7109, -3.7672], [2.4542, 3.1091, -1.5079], [5.3473, 2.2175, -3.5563], [4.4272, 3.7325, -3.3995], [5.2608, 3.0321, -1.9775], [2.3170, 4.0118, -2.1043], [3.0710, 3.3200, -0.6335], [1.4872, 2.7277, -1.1888], [-2.0825, 0.6755, 5.1606], [-1.1185, 1.8262, 4.1618], [-0.2402, 1.0146, 3.2671], [-0.1002, 2.4175, 5.5245], [-2.7753, 0.1454, 4.5123], [-1.4147, -0.0399, 5.6414], [-2.6457, 1.2324, 5.9098], [0.4293, 1.5794, 5.9771], [-0.7345, 2.9097, 6.2614], [0.6166, 3.1319, 5.1250]], "forces_ev_per_angstrom": [[0.9, -0.9, -0.6], [-0.6, -1.4, 1.0], [-0.8, 2.1, 0.1], [-0.5, -0.4, 1.8], [0.7, 0.5, -1.0], [-0.4, 0.2, 0.2], [-0.4, 0.6, -0.3], [0.7, -0.9, -0.4], [0.1, 0.5, -0.4], [0.1, -0.1, -0.6], [0.4, 0.0, 0.0], [0.0, 0.1, -0.1], [0.0, 0.2, 0.0], [0.0, -0.2, -0.1], [0.1, 0.0, 0.0], [0.0, 0.0, 0.1], [0.0, 0.0, 0.1], [0.0, 0.0, 0.0], [-0.1, 0.0, 0.0], [0.0, 0.0, 0.0], [-0.1, 0.0, 0.0], [0.1, 0.1, 0.0], [-0.2, 0.0, -0.1], [0.2, 0.1, 0.2], [0.0, 0.1, 0.0], [0.0, -0.1, 0.0], [-0.1, 0.0, 0.0], [0.0, 0.0, 0.0], [0.0, 0.0, -0.1], [0.0, 0.0, 0.0], [0.0, -0.1, 0.0], [0.1, -0.1, 0.0], [0.0, -0.1, 0.2], [-0.2, 0.0, 0.1], [0.1, 0.0, 0.0], [0.0, 0.0, 0.0], [0.1, 0.1, 0.0], [0.0, 0.0, 0.0], [0.0, 0.0, -0.1], [0.0, 0.0, 0.0], [0.0, 0.0, 0.0]]}

{"formula": "H4SSi2", "method": "wB97M-V/def2-TZVPD", "multiplicity": 1, "e_lumo_ha": -0.0527, "homo_energy_ev": -8.833, "de_lowest_kj_mol": 311.7, "orbital_gap_ev": 7.398, "species": ["Si", "Si", "S", "H", "H", "H", "H"], "positions_angstrom": [[-2.3835, 0.0339, 0.2072], [1.9336, -0.3310, 0.1178], [3.7528, -0.2710, -0.7141], [-3.3514, 0.9328, 0.6504], [-2.2481, 0.4712, -1.1480], [0.5112, -0.2522, -0.6078], [1.7855, -0.5838, 1.4945]], "forces_ev_per_angstrom": [[1.8, -2.5, 1.0], [0.5, 0.1, -2.7], [-1.7, 0.0, 0.6], [-1.7, 1.7, 0.4], [-0.1, 0.7, -1.4], [1.6, 0.0, 0.7], [-0.3, -0.2, 1.4]]}

{"formula": "C3H4IN", "method": "wB97M-V/def2-TZVPD", "multiplicity": 1, "e_lumo_ha": 0.0111, "homo_energy_ev": -9.134, "de_lowest_kj_mol": 224.3, "orbital_gap_ev": 9.436, "species": ["C", "C", "C", "N", "I", "H", "H", "H", "H"], "positions_angstrom": [[-0.8965, -1.4341, -0.0818], [-1.0879, -0.1515, -0.0060], [0.6698, 0.8181, 0.1306], [0.8222, 1.9568, -0.3734], [2.2618, -0.4449, 0.8077], [-1.6629, -2.1807, -0.3201], [0.1545, -1.7148, 0.1439], [-1.9145, 0.5113, -0.1056], [1.6535, 2.6397, -0.1953]], "forces_ev_per_angstrom": [[0.6, -0.5, 0.2], [3.8, 1.8, 0.1], [-2.4, 0.4, -1.4], [0.3, 0.3, 1.7], [0.1, 0.1, 0.3], [0.3, 0.3, 0.3], [-0.9, -0.5, -0.4], [-0.3, 0.4, -0.1], [-1.5, -2.4, -0.5]]}

E_tot for the records above, in order: -74881.118, -66860.156, -26651.624, -12763.197 eV
Molar mass for the records above, in order: 430.40, 439.15, 92.27, 180.98 g/mol
F_max for the records above, in order: 4.77, 2.21, 3.22, 4.24 eV/Å